Entry from the OMol25 dataset: a structure of composition C63H66Ge2O5P2PtS4 (ωB97M-V/def2-TZVPD).

```
143
C63H66Ge2O5P2PtS4 | the OMol25 dataset | ωB97M-V/def2-TZVPD
Pt 0.005 1.138 0.520
C -3.553 3.916 4.694
C -2.120 4.263 4.381
C -1.779 5.502 3.849
C -0.468 5.820 3.526
C -0.130 7.158 2.915
C 0.535 4.869 3.752
C 0.220 3.628 4.320
C 1.261 2.580 4.641
C -1.110 3.343 4.615
C 1.944 5.238 3.423
C 2.724 5.826 4.418
C 4.039 6.183 4.174
C 4.598 5.963 2.926
C 3.849 5.385 1.907
C 2.512 5.030 2.154
Ge 1.581 3.993 0.772
S 2.176 1.885 1.050
S -0.692 3.809 0.626
Ge -0.239 3.674 -1.604
S -0.248 1.479 -1.785
S 1.817 4.540 -1.382
C -1.310 4.598 -2.965
C -2.301 5.538 -2.652
C -3.086 6.060 -3.682
C -2.872 5.712 -5.002
C -1.861 4.819 -5.317
C -1.091 4.240 -4.314
C -0.001 3.296 -4.718
C -0.284 1.982 -5.104
C -1.694 1.443 -5.175
C 0.776 1.132 -5.415
C 2.094 1.552 -5.352
C 3.233 0.607 -5.641
C 2.349 2.884 -5.032
C 1.324 3.771 -4.740
C 1.625 5.235 -4.507
C -2.621 6.075 -1.291
C -3.654 5.502 -0.546
C -4.280 4.183 -0.938
C -4.139 6.179 0.570
C -3.635 7.412 0.949
C -4.256 8.190 2.081
C -2.567 7.937 0.226
C -2.047 7.290 -0.887
C -0.936 7.932 -1.683
C 4.475 5.158 0.567
C 4.292 6.081 -0.466
C 3.528 7.372 -0.273
C 4.854 5.816 -1.715
C 5.584 4.666 -1.958
C 6.144 4.368 -3.325
C 5.790 3.779 -0.902
C 5.265 4.011 0.359
C 5.562 3.054 1.490
H -4.223 4.741 4.446
H -3.676 3.682 5.753
H -3.868 3.035 4.130
H -2.559 6.233 3.667
H -0.996 7.816 2.926
H 0.189 7.044 1.873
H 0.685 7.651 3.449
H 2.275 2.915 4.424
H 1.067 1.675 4.064
H 1.206 2.305 5.697
H -1.355 2.369 5.026
H 2.285 5.983 5.397
H 4.633 6.632 4.962
H 5.624 6.252 2.725
H -3.862 6.773 -3.424
H -3.487 6.140 -5.786
H -1.667 4.546 -6.348
H -2.443 2.226 -5.078
H -1.863 0.722 -4.373
H -1.856 0.930 -6.126
H 0.558 0.104 -5.695
H 2.871 -0.406 -5.815
H 3.931 0.579 -4.801
H 3.793 0.924 -6.523
H 3.375 3.244 -5.022
H 2.691 5.429 -4.630
H 1.336 5.566 -3.508
H 1.075 5.857 -5.217
H -3.643 3.607 -1.608
H -5.235 4.340 -1.447
H -4.475 3.578 -0.050
H -4.950 5.733 1.141
H -4.921 7.564 2.677
H -4.846 9.022 1.689
H -3.501 8.616 2.745
H -2.146 8.895 0.519
H -0.699 8.918 -1.282
H -1.216 8.045 -2.733
H -0.026 7.327 -1.653
H 3.001 7.405 0.679
H 2.795 7.508 -1.072
H 4.215 8.222 -0.305
H 4.693 6.527 -2.522
H 5.963 5.192 -4.015
H 5.682 3.470 -3.742
H 7.220 4.191 -3.279
H 6.379 2.881 -1.070
H 6.051 2.156 1.111
H 4.654 2.755 2.017
H 6.222 3.517 2.228
C -1.921 -1.660 -2.411
P -2.404 -2.366 -0.803
C -3.949 -3.123 -1.348
C -0.944 -3.407 -0.583
C -1.097 -4.669 -1.161
C -0.059 -5.582 -1.189
C 1.154 -5.228 -0.633
C 1.315 -3.978 -0.058
C 0.291 -3.025 -0.007
P 0.681 -1.416 0.889
C 2.509 -1.390 0.873
C 0.419 -1.928 2.628
H -1.011 -1.069 -2.316
H -2.719 -1.019 -2.796
H -1.742 -2.476 -3.116
H -3.947 -3.280 -2.426
H -4.722 -2.395 -1.090
H -4.155 -4.038 -0.804
H -2.054 -4.945 -1.593
H -0.198 -6.554 -1.643
H 1.984 -5.923 -0.639
H 2.280 -3.755 0.366
H 2.929 -2.291 1.310
H 2.821 -0.552 1.493
H 2.899 -1.233 -0.134
H 1.170 -2.673 2.894
H -0.569 -2.358 2.778
H 0.529 -1.054 3.275
O -3.464 -2.874 4.103
C -3.098 -2.057 3.255
C -2.975 -2.146 1.847
O -3.040 -3.092 0.962
C -2.522 -0.898 1.303
C -2.092 -0.008 2.212
O -1.379 1.091 2.118
C -2.537 -0.637 3.545
O -2.373 -0.130 4.618
O -2.358 -0.924 -0.062
```

charge: 0
Kohn-Sham gap (alpha / beta): 6.46 / 6.18 eV
HOMO level (alpha / beta): -6.2 / -8.1 eV
energy above the lowest of the compared OMol25 structures with the same formula, charge and spin: 0.612 eV
2S+1: 5